1.
Here is a molecular structure, C9H24N3O10SZr in a non-equilibrium geometry from the OMol25 dataset. Energies are from ωB97M-V with the def2-TZVPD basis set.

```
48
Properties=species:S:1:pos:R:3:forces:R:3:mulliken_charge:R:1
Zr 0.504099 0.105601 0.697855 0.605 0.093 0.139 1.698
O 1.143405 2.113016 0.790535 -0.466 -0.568 0.666 -0.701
H 0.627962 2.404179 1.545258 -0.300 0.425 0.159 0.246
O 0.637360 -1.867469 1.338386 -0.974 0.021 0.111 -0.785
H 1.247142 -2.592979 1.285882 0.500 0.083 -0.066 0.145
O -1.335234 0.518124 1.524481 0.317 -0.120 0.164 -0.758
H -2.262462 0.340224 1.598843 -0.247 -0.131 0.029 0.098
S 3.041205 0.218239 -0.585240 1.241 1.491 0.695 1.022
O 2.658169 -0.138866 0.826590 1.507 -0.662 1.375 -0.525
O 1.640334 0.031344 -1.110173 -1.039 -0.120 -2.273 -0.469
O 3.442664 1.612710 -0.641606 0.201 -0.357 -0.539 -0.658
O 4.025665 -0.658743 -1.197327 -0.664 -0.445 0.173 -0.711
C -1.077356 1.749497 -1.983892 0.778 0.330 -0.186 -0.049
O -0.675202 1.371098 -0.915122 -0.802 0.032 -0.659 -0.565
N -2.175150 1.290663 -2.633793 -0.205 -0.155 0.350 0.437
C -2.595066 1.866380 -3.888403 -0.083 0.381 0.315 -1.031
C -3.077459 0.411343 -1.933007 -0.503 -0.099 0.479 -0.825
H -0.539996 2.534761 -2.548920 -0.014 -0.113 -0.008 0.353
H -3.271910 2.712598 -3.708313 -0.094 -0.116 -0.200 0.333
H -3.110099 1.119784 -4.492271 0.054 -0.022 -0.029 0.345
H -1.730393 2.241672 -4.433272 0.015 -0.072 -0.036 0.317
H -2.771976 0.294817 -0.892962 0.548 -0.149 -0.200 0.046
H -4.091309 0.820919 -1.827570 0.044 0.133 -0.559 0.432
H -3.124544 -0.562688 -2.424323 -0.106 -0.061 0.073 0.194
C 1.534121 0.159318 4.034100 0.511 0.489 0.165 0.182
O 1.070206 0.307158 2.935084 -0.476 0.000 0.215 -0.492
N 2.231519 1.121349 4.672772 -0.067 0.248 1.109 0.174
C 2.293300 2.487390 4.210612 0.157 0.273 -0.644 -0.774
C 2.800912 0.900785 5.985645 0.459 -0.010 -0.078 -0.940
H 1.463825 -0.743691 4.657674 -0.127 -0.324 -0.334 0.264
H 1.973805 2.522341 3.170854 0.057 0.004 -0.089 0.077
H 3.309831 2.882420 4.266809 0.114 -0.243 -0.078 0.338
H 1.681607 3.167674 4.812417 -0.221 -0.249 0.099 0.302
H 2.578334 1.741552 6.645713 -0.150 -0.017 0.002 0.316
H 2.460591 -0.016369 6.465745 -0.193 -0.036 -0.217 0.308
H 3.891737 0.837624 5.903789 -0.012 0.021 0.078 0.310
C -1.041226 -2.310063 -1.234108 0.393 -0.085 -0.116 -0.079
O -0.559032 -1.243732 -0.950921 -0.541 0.562 -0.108 -0.076
N -1.091171 -2.754030 -2.505067 -0.652 -0.855 -0.383 0.231
C -1.795740 -3.981902 -2.828765 0.108 0.061 0.028 -0.924
C -0.734355 -1.925421 -3.636254 0.652 0.362 0.496 -0.900
H -1.439141 -3.019917 -0.500298 0.066 -0.022 0.197 0.327
H -1.803895 -4.691686 -2.002027 0.082 0.205 0.168 0.315
H -1.272834 -4.466965 -3.653469 -0.140 -0.025 -0.082 0.297
H -2.835375 -3.783073 -3.109923 0.023 -0.058 -0.168 0.312
H -0.123772 -1.096827 -3.272768 -0.144 0.041 0.052 0.139
H -0.100342 -2.491692 -4.318557 -0.203 -0.087 -0.153 0.417
H -1.622753 -1.538466 -4.140693 -0.012 -0.052 -0.132 0.288
```
Forces are in eV/Å.

Values from the calculation:
E_tot: -46789.4958 eV
Lowest unoccupied orbital energy: 2.414 eV
Orbital gap: 6.6 eV
Charge: -1

=====

2.
Here is 2 unconnected molecules or ions with the total composition C5H13N3O2S in a non-equilibrium geometry from the OMol25 dataset. Energies are from ωB97M-V with the def2-TZVPD basis set.

```
24
Properties=species:S:1:pos:R:3:forces:R:3:mulliken_charge:R:1
C 1.567917 -2.642155 0.870582 -2.913 -1.200 -2.581 -0.014
C 2.711574 0.157828 -1.206990 -1.318 1.348 -2.524 -0.761
C -1.491575 -0.267144 -1.060014 2.814 -0.354 -1.893 -0.888
C -1.783106 1.004359 1.021162 -1.565 2.452 1.038 -0.805
C 2.259277 -1.511417 0.345478 3.593 0.811 0.216 -0.079
N 1.893855 -3.256082 1.880148 3.493 2.573 1.743 -0.591
N 1.933654 -0.959860 -0.737057 -0.662 0.319 0.308 -0.265
N -1.708136 0.988440 -0.426619 0.280 -0.067 -0.237 0.058
O -2.306566 2.709613 -2.197475 1.564 -0.362 -1.535 -0.500
O -0.769502 3.244375 -0.326153 0.576 2.393 1.557 -0.548
S -1.015430 2.275116 -1.327751 -0.880 -2.413 -0.300 0.642
H 0.767277 -3.003055 0.176813 0.223 0.230 0.366 0.341
H 2.749785 0.102985 -2.423421 -0.493 0.553 2.954 0.199
H 2.172171 1.133715 -0.791391 1.229 -1.879 -1.314 0.202
H 3.747297 0.157482 -0.930047 0.628 -0.026 0.681 0.464
H -2.324865 -0.655083 -1.580179 -1.224 -0.556 -0.256 0.303
H -0.663205 -0.188696 -1.880196 -1.318 0.110 1.176 0.263
H -1.028131 -0.998442 -0.412604 -0.243 -0.241 0.466 0.248
H -2.022434 2.128933 1.248542 0.390 -2.175 0.117 0.278
H -2.636194 0.369532 1.447839 1.032 0.849 -0.981 0.302
H -0.879948 0.752067 1.594762 0.109 -0.116 -0.511 0.309
H 3.309826 -1.379155 0.824440 -1.630 0.406 -0.370 0.262
H 1.513624 -4.091750 2.096558 -2.157 -3.107 0.539 0.253
H -3.052345 2.947438 -1.689905 -1.528 0.455 1.338 0.329
```
Forces are in eV/Å.

Values from the calculation:
E_tot: -24792.7816 eV
Lowest unoccupied orbital energy: 0.222 eV
Orbital gap: 9.2 eV
Charge: 0

=====

3.
Here is a molecular structure, C9H18FO9Tl in a non-equilibrium geometry from the OMol25 dataset. Energies are from ωB97M-V with the def2-TZVPD basis set.

```
38
Properties=species:S:1:pos:R:3:forces:R:3:mulliken_charge:R:1
Tl 15.703084 -22.777108 28.908173 0.077 -0.063 -0.010 0.997
F 19.337641 -24.905080 28.184288 -0.219 0.130 0.074 -0.190
C 11.590062 -20.149880 34.984175 0.759 -0.066 0.467 -0.605
O 10.810241 -19.981712 33.820901 0.499 -1.526 -3.777 -0.267
C 11.141073 -20.604964 32.591724 0.415 0.110 0.773 0.817
O 12.146828 -21.316625 32.315629 -2.697 2.164 1.421 -0.514
O 10.244918 -20.338850 31.648946 1.484 -0.771 -0.566 -0.274
C 8.937120 -19.746489 31.773166 0.422 -0.109 1.098 -0.524
H 12.287179 -20.987740 34.973679 -0.563 -0.466 -0.240 0.310
H 10.827458 -20.215855 35.760182 0.533 0.023 0.304 0.250
H 12.264550 -19.301344 35.098803 -0.430 0.395 0.176 0.275
H 9.072147 -18.667626 31.850116 -0.199 -0.045 0.285 0.281
H 8.536255 -20.213135 32.672978 -0.595 0.545 -0.055 0.312
H 8.345443 -19.976000 30.886971 0.413 -0.262 0.088 0.225
C 17.200650 -17.828602 24.049608 -0.176 1.229 0.146 -0.617
O 18.491045 -18.411803 24.047144 0.386 -2.581 1.327 -0.220
C 18.868237 -19.347690 24.984376 -1.249 1.619 0.574 0.818
O 18.232043 -19.826836 25.923661 -0.137 0.576 -1.509 -0.469
O 20.126350 -19.561740 24.812021 0.810 0.496 -0.928 -0.218
C 20.838309 -20.460244 25.625294 0.897 -0.923 -0.279 -0.627
H 17.299438 -17.107827 23.237930 -0.290 0.083 0.154 0.250
H 17.045661 -17.318831 25.000501 -0.094 0.045 -0.012 0.324
H 16.327862 -18.446746 23.839291 0.429 -0.643 -0.040 0.302
H 20.809072 -20.230859 26.690483 -0.341 -0.051 -0.156 0.307
H 21.862363 -20.440792 25.252408 -0.028 0.332 0.136 0.252
H 20.493716 -21.455126 25.343235 -0.182 -0.259 0.609 0.331
C 17.385844 -28.290541 31.625232 0.412 -1.879 -3.311 -0.680
O 16.906327 -27.959379 32.859815 -0.379 0.054 1.538 -0.197
C 15.844136 -27.221351 32.955516 -1.975 3.425 0.804 0.816
O 15.377802 -26.460050 32.077500 0.905 -2.234 2.237 -0.495
O 15.421694 -27.229163 34.302033 1.533 -0.936 -2.952 -0.206
C 14.337403 -26.471922 34.760026 -0.666 0.601 0.087 -0.593
H 16.660236 -28.238727 30.813501 -0.435 0.515 0.307 0.325
H 17.653261 -29.347132 31.610906 0.182 -0.136 0.634 0.305
H 18.278443 -27.812345 31.221868 0.180 0.767 0.814 0.317
H 13.496666 -26.390370 34.071112 0.136 -0.316 -0.193 0.324
H 14.673915 -25.456381 34.968659 0.152 0.212 0.080 0.304
H 14.039423 -26.917836 35.708957 0.032 -0.056 -0.106 0.256
```
Forces are in eV/Å.

Values from the calculation:
E_tot: -35435.6442 eV
Lowest unoccupied orbital energy: -13.891 eV
Orbital gap: 1.5 eV
Charge: +2